[1]
Computed, not measured: one molecule with the formula C6H10N2 in a non-equilibrium geometry, with wB97M-V/def2-TZVPD.

energy relative to the best compared isomer or geometry (same formula, charge and spin)	90.3	kcal per mole
largest force on an atom	3.43	eV/Å

Last column: natural (NBO) charge in e.
Positions of all 18 atoms, in Å:
C -0.957 0.956 -1.404  -0.0386
C -1.380 1.202 -0.190  -0.2704
C -0.395 0.764 0.904  -0.2943
C 0.868 0.059 0.416  -0.0514
C -1.190 -0.254 1.844  -0.6152
C 1.935 -1.247 -1.208  -0.4134
N 0.064 0.134 -1.797  -0.3830
N 0.957 -0.124 -0.882  -0.0434
H -1.616 1.313 -2.227  0.1936
H -2.405 1.507 -0.052  0.2228
H -0.076 1.559 1.495  0.1957
H 1.813 0.141 0.903  0.2032
H -1.411 0.136 2.889  0.2091
H -0.567 -1.191 2.003  0.2049
H -2.126 -0.505 1.264  0.2145
H 1.706 -1.500 -2.254  0.2403
H 2.956 -0.975 -1.270  0.2091
H 1.826 -1.974 -0.433  0.2165

---

[2]
Computed, not measured: one molecule with the formula C6H10N2 in a non-equilibrium geometry, with wB97M-V/def2-TZVPD.

energy relative to the best compared isomer or geometry (same formula, charge and spin)	48.4	kcal per mole
SMILES string	C=C(N)[C@]1(C)N=C1C
largest force on an atom	2.33	eV/Å

Last column: natural (NBO) charge in e.
Positions of all 18 atoms, in Å:
C -0.395 -1.879 0.708  -0.5270
C -0.458 -1.097 -0.379  0.1798
N -1.234 -1.417 -1.489  -0.8084
C 0.289 0.178 -0.456  -0.0325
C -0.065 1.167 -1.544  -0.6330
N 1.735 0.167 -0.014  -0.3152
C 0.926 0.633 0.822  0.2941
C 0.768 1.344 2.085  -0.6800
H -0.849 -2.856 0.719  0.1926
H 0.032 -1.560 1.641  0.1967
H -0.837 -1.166 -2.381  0.3751
H -1.597 -2.358 -1.472  0.3790
H 0.331 2.150 -1.296  0.2192
H -1.146 1.238 -1.649  0.2254
H 0.364 0.866 -2.500  0.2081
H 0.028 0.834 2.703  0.2449
H 1.717 1.407 2.617  0.2361
H 0.392 2.349 1.886  0.2452

---

[3]
Computed, not measured: a 2-piece molecular cluster, C6H10N2 overall in a non-equilibrium geometry, with wB97M-V/def2-TZVPD.

energy relative to the best compared isomer or geometry (same formula, charge and spin)	48.4	kcal per mole
SMILES string	C=C1[C@H](C)[C@H]1C.N#N
largest force on an atom	4.96	eV/Å

Last column: natural (NBO) charge in e.
Positions of all 18 atoms, in Å:
C 0.403 0.244 2.111  -0.4173
C -0.060 0.029 0.905  0.0233
C -0.851 0.592 -0.259  -0.2484
C -2.332 0.722 -0.304  -0.6140
C -0.239 -0.875 -0.236  -0.2533
C 0.970 -1.216 -1.030  -0.6032
H 0.175 1.210 2.745  0.2171
H 0.863 -0.651 2.544  0.2032
H -0.301 1.200 -0.898  0.2156
H -2.720 1.034 -1.227  0.2132
H -2.823 1.426 0.308  0.2089
H -2.848 -0.191 -0.095  0.2081
H -0.875 -1.703 -0.084  0.2180
H 1.735 -1.351 -0.294  0.2062
H 1.433 -0.299 -1.527  0.2101
H 0.900 -1.949 -1.714  0.2110
N 2.826 1.068 -0.712  -0.0083
N 3.744 0.710 -0.233  0.0097

---

[4]
Computed, not measured: one molecule with the formula C6H10N2 in a non-equilibrium geometry, with wB97M-V/def2-TZVPD.

energy relative to the best compared isomer or geometry (same formula, charge and spin)	42.9	kcal per mole
spin multiplicity	3
largest force on an atom	4.05	eV/Å

Last column: Löwdin spin population.
Positions of all 18 atoms, in Å:
C -0.403 -1.762 0.023  0.1313
C 0.163 -0.613 -0.057  0.6622
C -2.219 0.390 0.077  0.5888
C -3.139 1.583 0.140  0.1096
C 2.742 -0.539 -0.163  0.0410
C 1.380 0.149 -0.154  0.1049
N -2.566 -0.800 0.229  0.2292
N -1.833 -1.879 0.258  0.0454
H 0.103 -2.681 -0.143  0.0284
H -3.087 1.899 -0.899  0.0018
H -4.168 1.277 0.401  0.0208
H -2.621 2.403 0.680  0.0049
H 3.552 0.102 -0.668  0.0045
H 2.903 -1.390 -0.758  0.0004
H 3.145 -0.790 0.744  0.0010
H 1.345 0.804 -0.971  0.0049
H 1.427 0.864 0.734  0.0175
H -2.274 -2.733 -0.157  0.0034

---

[5]
Computed, not measured: one molecule with the formula C6H10N2O in a non-equilibrium geometry, with wB97M-V/def2-TZVPD.

energy relative to the best compared isomer or geometry (same formula, charge and spin)	117.9	kcal per mole
largest force on an atom	3.27	eV/Å

Last column: natural (NBO) charge in e.
Positions of all 19 atoms, in Å:
C -1.404 -1.326 0.060  0.2248
C -1.114 0.938 1.023  -0.1032
C -1.629 1.333 -1.069  -0.0799
C -0.518 -0.235 0.227  0.0421
C 1.377 -1.682 -0.275  -0.4163
C 1.761 0.561 0.291  -0.4249
N -2.226 -2.154 -0.017  -0.3279
N 0.833 -0.548 0.361  -0.3929
O -1.242 1.990 0.122  -0.5250
H -2.067 0.656 1.530  0.2055
H -0.410 1.139 1.828  0.1943
H -1.238 1.912 -1.899  0.1706
H -2.547 0.755 -1.293  0.1845
H 1.662 -1.354 -1.315  0.1773
H 2.156 -2.141 0.252  0.2118
H 0.796 -2.537 -0.401  0.2273
H 1.084 1.482 0.270  0.2244
H 2.518 0.627 1.077  0.2156
H 2.208 0.583 -0.773  0.1918

---

[6]
Computed, not measured: one molecule with the formula C6H10N2O in a non-equilibrium geometry, with wB97M-V/def2-TZVPD.

energy relative to the best compared isomer or geometry (same formula, charge and spin)	43.7	kcal per mole
SMILES string	[H]/N=C(\O)[C@](C)(C#N)CC
largest force on an atom	4.09	eV/Å

Last column: natural (NBO) charge in e.
Positions of all 19 atoms, in Å:
H 1.002 -2.701 -0.845  0.3734
N 0.438 -1.867 -0.719  -0.6949
C 0.973 -0.962 0.005  0.6118
O 2.100 -1.197 0.694  -0.6607
C 0.181 0.303 0.281  -0.2376
C 1.066 1.476 0.717  -0.5958
C -0.745 -0.087 1.378  0.2998
N -1.205 -0.282 2.415  -0.3143
C -0.741 0.662 -0.905  -0.3771
C -1.839 -0.407 -0.984  -0.7238
H 2.297 -0.494 1.327  0.4937
H 0.444 2.358 0.856  0.2391
H 1.567 1.289 1.668  0.2056
H 1.807 1.696 -0.051  0.2261
H -1.162 1.654 -0.733  0.2065
H -0.144 0.649 -1.818  0.2153
H -1.095 -1.443 -1.045  0.3061
H -2.302 -0.422 -1.972  0.2109
H -2.639 -0.228 -0.268  0.2158

---

[7]
Computed, not measured: one molecule with the formula C6H10N2O in a non-equilibrium geometry, with wB97M-V/def2-TZVPD.

energy relative to the best compared isomer or geometry (same formula, charge and spin)	143.7	kcal per mole
SMILES string	N[C@@]12C[C@H]1OC[C@H]1N[C@H]12
largest force on an atom	4.17	eV/Å

Last column: natural (NBO) charge in e.
Positions of all 19 atoms, in Å:
N 1.209 -1.085 1.042  -0.8380
C 0.657 0.254 0.782  0.0024
C 1.992 0.914 0.312  -0.4017
C 0.868 0.542 -0.637  0.0632
O 0.569 -0.465 -1.544  -0.4944
C -0.777 -0.424 -1.525  -0.1033
C -1.569 0.203 -0.367  -0.1153
N -1.934 -0.466 0.879  -0.5783
C -0.884 0.581 1.005  -0.0702
H 0.656 -1.677 0.362  0.3639
H 1.013 -1.180 1.997  0.3671
H 2.310 1.930 0.280  0.2182
H 2.630 0.020 0.593  0.2782
H 0.448 1.450 -0.939  0.1715
H -1.000 -1.416 -1.756  0.1985
H -1.183 0.084 -2.489  0.1636
H -2.425 0.632 -0.820  0.2102
H -1.472 -1.322 1.131  0.3495
H -1.109 1.424 1.692  0.2148

---

[8]
Computed, not measured: one molecule with the formula C6H10N2O in a non-equilibrium geometry, with wB97M-V/def2-TZVPD.

energy relative to the best compared isomer or geometry (same formula, charge and spin)	41.5	kcal per mole
SMILES string	[H]/N=C(\C/C=N/C)C(=C)O
largest force on an atom	1.21	eV/Å

Last column: natural (NBO) charge in e.
Positions of all 19 atoms, in Å:
H 1.228 1.533 -2.322  0.3365
N 0.277 1.538 -1.957  -0.5969
C 0.181 1.230 -0.737  0.2777
C 1.325 0.896 0.189  -0.5301
C 1.297 -0.541 0.600  0.1448
N 0.449 -1.343 0.146  -0.4074
C 0.445 -2.710 0.554  -0.4279
C -1.158 1.181 -0.125  0.2535
C -2.270 1.144 -0.857  -0.4637
O -1.150 1.169 1.240  -0.6894
H 2.286 1.108 -0.294  0.2251
H 1.252 1.512 1.090  0.2487
H 2.079 -0.837 1.321  0.1418
H 0.548 -3.330 -0.337  0.2078
H 1.242 -2.959 1.270  0.1656
H -0.526 -2.929 1.000  0.2067
H -3.249 1.094 -0.411  0.1883
H -2.198 1.161 -1.926  0.2333
H -2.057 1.085 1.557  0.4855